# 1
Entry from the Open Molecules 2025 dataset: a molecular structure, C20H27N3O6S at a distorted geometry (wB97M-V/def2-TZVPD).

Values from the calculation:
Electronic energy ... -1791.60518 a.u.
ΔE to the lowest compared entry with this formula, charge and spin ... 18.761 eV
Orbital gap ... 8.6 eV
LUMO level ... 0.39 eV

Last column: natural (NBO) charge in e.
Atoms and positions in Å:
C -1.50 3.57 -4.01  -0.620
C -0.52 2.59 -3.22  -0.082
H 0.45 3.17 -2.91  0.199
H -0.20 1.79 -3.91  0.203
O -1.23 2.09 -2.21  -0.445
C -1.90 1.19 -2.19  0.788
O -2.15 0.67 -3.15  -0.627
C -2.28 0.64 -0.90  -0.297
H -2.40 1.59 -0.30  0.205
C -3.67 -0.11 -0.87  -0.361
C -3.80 -0.54 0.49  -0.428
H -4.78 -1.21 0.30  0.225
C -3.03 -1.52 1.02  -0.153
N -1.57 -0.61 1.20  -0.424
C -0.87 -0.45 2.12  0.681
O 0.07 0.50 2.15  -0.748
C -1.41 -0.97 3.59  -0.514
C -0.96 -2.40 3.62  -0.207
N 0.62 -2.81 3.44  -0.837
S 1.07 -3.00 1.91  2.295
O 1.94 -4.25 1.91  -0.946
O -0.03 -3.09 1.03  -0.965
C 2.06 -1.64 1.35  -0.340
C 2.76 -0.80 2.27  -0.106
C 3.58 -0.02 1.61  -0.252
C 3.29 0.50 0.48  0.205
C 2.32 -0.19 -0.49  0.001
C 2.02 -1.37 0.00  -0.205
H 1.21 -1.78 -0.67  0.231
C 2.31 0.36 -1.81  -0.369
C 3.77 0.97 -2.33  -0.512
C 4.08 2.00 -1.43  0.679
O 4.65 3.11 -1.57  -0.591
N 3.77 1.72 -0.06  -0.629
H 4.19 2.38 0.66  0.417
H 3.75 1.49 -3.21  0.246
H 4.48 0.13 -2.47  0.259
H 2.10 -0.28 -2.38  0.195
H 1.59 1.09 -1.89  0.213
H 4.11 0.89 2.44  0.175
H 2.67 -1.22 3.38  0.248
H 1.01 -3.05 4.13  0.362
H -1.49 -2.93 2.76  0.215
H -1.33 -2.83 4.54  0.206
H -0.57 -0.45 4.19  0.259
H -2.37 -0.95 3.88  0.220
C -1.35 -0.19 -0.08  -0.222
H -0.47 0.33 0.08  0.251
H -0.95 -1.13 -0.83  0.177
H -3.07 -1.63 2.04  0.209
H -2.61 -2.36 0.47  0.246
H -4.16 0.20 1.14  0.232
H -4.36 0.35 -1.21  0.196
H -3.57 -0.88 -1.47  0.207
H -2.42 2.94 -4.26  0.223
H -0.93 4.07 -4.81  0.214
H -1.90 4.33 -3.57  0.199

---

# 2
Entry from the Open Molecules 2025 dataset: a molecular structure, C20H27NO4 at a distorted geometry (wB97M-V/def2-TZVPD).

Values from the calculation:
Electronic energy ... -1133.37356 a.u.
ΔE to the lowest compared entry with this formula, charge and spin ... 19.597 eV
Orbital gap ... 7.9 eV
LUMO level ... 0.05 eV

Last column: natural (NBO) charge in e.
Atoms and positions in Å:
C 0.95 4.26 -0.67  -0.571
C 0.62 2.89 -1.27  -0.049
H -0.38 2.75 -0.93  0.160
O 1.46 1.90 -0.82  -0.568
C 1.23 0.47 -1.43  0.491
C 2.34 -0.30 -0.76  -0.349
C 2.47 -1.62 -1.48  -0.399
H 3.44 -1.98 -1.44  0.237
C 1.35 -2.47 -1.75  -0.452
C 1.42 -3.50 -0.46  -0.017
O 0.41 -4.31 -0.62  -0.746
H -0.53 -4.04 -0.78  0.498
H 1.17 -3.09 0.36  0.161
H 2.38 -3.85 -0.31  0.163
H 1.49 -3.14 -2.67  0.228
H 0.38 -2.01 -1.59  0.206
H 2.76 -1.34 -2.63  0.186
H 3.24 0.35 -0.93  0.265
C 2.44 -0.33 0.64  -0.192
C 0.89 -0.50 1.30  -0.233
C -0.19 -0.27 0.34  0.169
O -0.17 0.23 -0.73  -0.512
C -1.53 -0.30 1.01  0.645
O -1.81 -0.77 2.25  -0.594
N -2.47 0.12 -0.20  -0.628
C -3.78 -0.02 0.15  0.225
C -4.51 -0.61 1.32  -0.320
C -5.87 -0.23 1.33  -0.153
C -6.72 0.00 0.38  -0.284
C -5.95 0.38 -0.82  -0.148
C -4.59 0.50 -0.99  -0.301
H -4.12 0.67 -1.97  0.208
H -6.51 0.79 -1.73  0.193
H -7.74 -0.07 0.29  0.223
H -6.45 -0.76 2.27  0.188
H -3.91 -0.56 2.21  0.260
H -2.08 0.26 -1.03  0.412
H 0.74 -0.82 2.47  0.277
C 3.00 0.73 1.48  -0.243
C 4.39 0.76 1.77  -0.371
C 3.66 0.35 2.99  -0.401
H 3.36 1.28 3.81  0.217
H 3.39 -0.61 3.27  0.220
H 4.99 -0.36 1.32  0.154
H 4.96 1.62 1.54  0.226
H 2.74 1.59 1.26  0.210
H 2.94 -1.48 0.99  0.221
H 1.28 0.51 -2.34  0.153
H 0.48 2.97 -2.47  0.140
H 1.77 4.56 -1.06  0.194
H 0.93 4.31 0.28  0.200
H 0.23 5.07 -1.16  0.198

---

# 3
Entry from the Open Molecules 2025 dataset: 2 unconnected molecules or ions with the total composition C20H27O3Si at a distorted geometry (wB97M-V/def2-TZVPD).

Values from the calculation:
Total charge ... +1
Electronic energy ... -1293.19705 a.u.
Orbital gap ... 6.3 eV
LUMO level ... -4.80 eV

Last column: natural (NBO) charge in e.
Atoms and positions in Å:
C 3.91 -1.00 2.60  -0.267
O 3.21 0.26 2.65  -0.454
C 1.85 0.26 2.53  0.418
C 1.20 1.52 2.49  -0.269
C -0.15 1.58 2.25  -0.084
C -0.92 0.40 2.05  -0.288
C -2.32 0.47 1.81  0.471
O -3.06 -0.56 2.16  -0.444
C -4.46 -0.36 2.45  -0.273
C -0.28 -0.86 2.22  -0.028
C 1.08 -0.94 2.47  -0.317
H 4.96 -0.70 2.60  0.226
H 3.69 -1.60 3.48  0.194
H 3.68 -1.56 1.68  0.194
H 1.80 2.42 2.65  0.257
H -0.68 2.52 2.21  0.230
H -2.79 1.47 1.77  0.216
H -4.88 -1.36 2.54  0.229
H -4.54 0.19 3.40  0.210
H -4.97 0.20 1.65  0.216
H -0.87 -1.77 2.19  0.231
H 1.57 -1.91 2.59  0.245
C -4.28 -2.41 -1.11  -1.128
Si -4.73 -0.99 -2.20  1.586
C -3.94 -1.09 -3.89  -1.111
C -6.58 -0.85 -2.40  -1.122
C -4.08 0.60 -1.33  0.032
C -3.06 0.62 -0.45  -0.568
O -4.53 1.79 -1.91  -0.540
C -5.81 2.27 -1.58  0.304
C -6.28 2.21 -0.27  -0.301
C -7.65 2.37 -0.06  -0.181
C -8.49 2.66 -1.14  -0.234
C -7.97 2.84 -2.42  -0.179
C -6.61 2.68 -2.65  -0.257
H -4.83 -3.30 -1.45  0.257
H -3.21 -2.64 -1.15  0.239
H -4.55 -2.24 -0.06  0.230
H -4.41 -1.89 -4.47  0.251
H -4.07 -0.14 -4.44  0.254
H -2.86 -1.29 -3.81  0.242
H -7.00 -1.86 -2.54  0.248
H -7.08 -0.41 -1.53  0.248
H -6.86 -0.25 -3.28  0.254
H -2.67 1.59 -0.14  0.213
H -2.49 -0.30 -0.29  0.233
H -5.58 1.99 0.54  0.204
H -8.04 2.27 0.95  0.219
H -9.56 2.75 -0.97  0.228
H -8.63 3.09 -3.25  0.229
H -6.15 2.82 -3.63  0.238

---

# 4
Entry from the Open Molecules 2025 dataset: a molecular structure, C20H28ClFeIN2O2 at a distorted geometry (wB97M-V/def2-TZVPD).

Values from the calculation:
Total charge ... -1
Electronic energy ... -3060.57041 a.u.
ΔE to the lowest compared entry with this formula, charge and spin ... 0.000 eV
Orbital gap (spin up / spin down) ... 4.9 / 7.2 eV
LUMO level (spin up / spin down) ... 2.86 / 2.83 eV
Multiplicity ... 6

Last column: natural (NBO) charge in e.
Atoms and positions in Å:
Fe -0.09 -0.25 0.79  1.340
Cl -0.26 -1.04 3.07  -0.721
N -0.68 -2.12 0.13  -0.616
N 0.08 1.68 1.48  -0.616
C -0.22 -2.67 -0.93  0.654
C 0.79 2.57 0.90  0.653
C -1.84 -2.95 0.61  0.092
C -2.20 -3.66 -0.70  -0.082
C -3.00 -2.15 1.15  -0.648
C -1.32 -3.96 1.63  -0.626
H -3.32 -1.40 0.44  0.248
H -2.73 -1.67 2.08  0.246
H -3.83 -2.83 1.36  0.196
H -0.54 -4.58 1.20  0.200
H -2.13 -4.60 1.96  0.193
H -0.91 -3.44 2.50  0.265
C -0.76 2.37 2.52  0.092
C -0.72 3.80 1.97  -0.082
C -0.03 2.29 3.85  -0.626
C -2.18 1.86 2.62  -0.649
H -2.66 1.84 1.64  0.248
H -2.75 2.51 3.29  0.196
H -2.20 0.86 3.03  0.247
H 0.96 2.74 3.78  0.200
H 0.08 1.26 4.16  0.264
H -0.60 2.83 4.61  0.194
O 0.52 3.85 1.21  -0.493
H -0.68 4.56 2.75  0.187
H -1.53 4.00 1.28  0.194
O -0.94 -3.68 -1.44  -0.493
H -2.92 -3.11 -1.29  0.194
H -2.52 -4.69 -0.56  0.187
C 1.05 -2.34 -1.59  -0.494
C 1.92 2.33 0.00  -0.508
C 1.66 1.37 -1.13  -0.005
H 2.73 1.92 0.61  0.243
H 2.27 3.29 -0.37  0.228
C 1.10 0.11 -0.91  -0.301
C 1.25 -0.88 -1.90  -0.098
H 1.39 -0.65 1.08  -0.364
C 1.71 -0.54 -3.18  -0.004
C 2.09 0.77 -3.42  -0.253
C 1.81 -1.54 -4.29  -0.630
C 2.13 1.72 -2.41  -0.040
H 2.42 1.05 -4.41  0.182
C 2.67 3.09 -2.72  -0.628
H 2.87 3.18 -3.79  0.206
H 3.61 3.29 -2.20  0.202
H 1.97 3.88 -2.45  0.210
H 2.57 -2.29 -4.10  0.202
H 2.08 -1.04 -5.22  0.206
H 0.87 -2.06 -4.47  0.210
H 1.13 -2.95 -2.48  0.228
H 1.85 -2.65 -0.91  0.245
I -2.03 0.71 -0.82  -0.673

---

# 5
Entry from the Open Molecules 2025 dataset: a molecular structure, C20H28F3MoO2 at a distorted geometry (wB97M-V/def2-TZVPD).

Values from the calculation:
Total charge ... +1
Electronic energy ... -1296.80416 a.u.
ΔE to the lowest compared entry with this formula, charge and spin ... 0.000 eV
Orbital gap (spin up / spin down) ... 7.2 / 6.4 eV
LUMO level (spin up / spin down) ... -4.41 / -5.21 eV
Multiplicity ... 3

Last column: natural (NBO) charge in e.
Atoms and positions in Å:
O 0.47 0.18 -7.40  -0.573
C 0.32 1.53 -7.96  -0.061
C 0.15 1.05 -9.39  -0.465
H 1.24 2.11 -7.79  0.184
H -0.56 2.06 -7.56  0.180
C 0.31 -0.36 -8.75  0.277
H 0.96 1.36 -10.05  0.219
H -0.83 1.29 -9.80  0.216
C 1.59 -1.08 -9.11  -0.624
H 2.46 -0.42 -8.99  0.217
H 1.57 -1.47 -10.13  0.218
H 1.71 -1.92 -8.41  0.214
C -0.92 -1.23 -8.85  -0.628
H -1.83 -0.70 -8.54  0.213
H -0.78 -2.11 -8.21  0.212
H -1.07 -1.59 -9.87  0.223
Mo 0.04 -0.27 0.40  0.867
C -2.04 -0.48 1.34  -0.309
C -1.94 0.96 1.48  -0.233
C -2.00 1.53 0.18  -0.119
H -1.92 1.50 2.42  0.277
C -2.07 0.48 -0.79  -0.258
C -2.13 -0.77 -0.08  -0.296
H -2.31 -1.75 -0.52  0.271
H -2.14 -1.20 2.15  0.274
H -2.12 2.59 -0.04  0.274
H -2.19 0.60 -1.87  0.273
C 1.13 -1.88 1.57  -0.252
C 0.27 -2.52 0.61  -0.250
C 0.69 -2.12 -0.71  -0.256
H -0.52 -3.23 0.85  0.276
C 1.79 -1.20 -0.57  -0.262
C 2.06 -1.05 0.84  -0.258
H 2.89 -0.50 1.29  0.297
H 1.16 -2.07 2.64  0.282
H 0.29 -2.48 -1.66  0.282
H 2.35 -0.76 -1.39  0.315
O 1.29 0.71 -3.21  -0.562
C 0.29 -0.09 -3.89  -0.075
C -0.42 0.79 -4.92  -0.456
H -0.44 -0.49 -3.16  0.132
H 0.80 -0.96 -4.36  0.192
C 0.39 2.12 -4.92  -0.436
H -1.45 1.01 -4.61  0.185
H -0.45 0.27 -5.87  0.283
C 0.87 2.09 -3.47  -0.069
H -0.22 2.99 -5.17  0.224
H 1.25 2.07 -5.61  0.217
H 0.00 2.36 -2.82  0.148
H 1.71 2.74 -3.21  0.210
F 1.55 2.23 1.84  -0.348
C 1.27 1.89 0.54  0.834
F 2.45 1.86 -0.15  -0.348
F 0.53 2.92 0.01  -0.351